{"formula": "C7H12ClI2NOPRhS", "method": "ωB97M-V with the def2-TZVPD basis set", "charge": 2, "homo_lumo_gap_ev": [8.77, 3.69], "e_lumo_ha": [-0.2445, -0.4306], "e_tot_ha": -2308.91423, "fmax_ev_per_a": 5.0, "spin_multiplicity": 5, "species": ["I", "I", "Rh", "P", "C", "C", "H", "H", "H", "C", "H", "H", "H", "H", "H", "H", "C", "O", "Cl", "S", "C", "C", "N", "C", "H", "H", "H"], "xyz": [[-4.75419, -0.89768, -1.93759], [-4.32947, 1.58338, -1.35617], [0.44590, -0.05866, -0.02073], [0.36869, -0.01510, -2.20355], [-1.26001, -0.02318, -2.99033], [1.20712, 1.43490, -2.93070], [2.24184, -1.50680, -2.47313], [1.36724, -1.28364, -4.02760], [0.68877, -2.35180, -2.76118], [1.26256, -1.44054, -2.95267], [2.20469, 1.52455, -2.48172], [1.29267, 1.31943, -4.02201], [-1.15807, -0.02840, -4.08193], [-1.81300, 0.86809, -2.68430], [0.62720, 2.33877, -2.70440], [-1.82753, -0.89711, -2.67734], [-1.32858, -0.34369, 0.29325], [-2.34118, -0.65899, 0.78755], [2.79135, 0.18622, -0.16817], [-0.07293, 0.54094, 4.46674], [1.14866, -0.68459, 4.19068], [1.44711, -0.78175, 2.83954], [0.61339, 0.00944, 2.07424], [-0.20372, 0.80904, 2.76665], [1.54967, -1.30636, 4.97512], [2.21172, -1.36661, 2.34064], [-0.83660, 1.56693, 2.30991]], "atomic_forces_ev_per_a": [[-0.8, -3.3, -0.7], [0.3, 3.3, 0.8], [2.0, 0.7, 1.2], [1.4, -0.2, -2.8], [-0.1, 0.1, -0.1], [-0.2, 0.1, 0.2], [-0.1, 0.0, -0.1], [0.0, 0.0, 0.1], [0.2, 0.0, -0.1], [-0.5, 0.3, 0.5], [-0.3, 0.0, -0.2], [-0.1, 0.0, 0.4], [0.0, 0.0, 0.2], [0.1, 0.0, -0.1], [0.2, -0.1, -0.1], [0.0, -0.2, 0.0], [-4.2, -1.7, 2.3], [2.9, 1.2, -2.0], [-0.9, -0.2, 0.0], [0.7, -0.7, -1.1], [-0.2, 0.5, -1.4], [-1.3, 0.5, 1.3], [-0.2, 1.0, 0.4], [1.2, -1.3, 0.9], [0.1, 0.3, 0.2], [-0.2, -0.1, 0.2], [0.1, -0.3, 0.2]], "lowdin_charge": [0.598, 0.558, 0.703, 0.634, -0.299, -0.240, 0.030, 0.066, 0.056, -0.218, 0.020, 0.073, 0.078, -0.028, 0.057, -0.010, -0.305, 0.063, -0.003, 1.092, -0.302, -0.200, -0.249, -0.446, 0.085, 0.102, 0.087]}